Entry 1:
Below is the molecule C4H5FN2O in a non-equilibrium geometry, with properties calculated with wB97M-V/def2-TZVPD.

Output
Structure (SMILES) = Nc1cc(O)c(F)[nH]1
Highest occupied orbital energy = -0.28987 Eh
Gap between HOMO and LUMO = 8.61 eV

Last column: Mulliken charge in e.
Element x y z (Å)
F (-1.72, 0.03, -2.29)  -0.2696
O (-1.65, -2.10, -0.17)  -0.5379
N (0.28, 0.77, -0.94)  -0.1577
N (1.71, 1.32, 0.93)  -0.5880
C (0.84, 0.46, 0.29)  0.0759
C (-0.79, -1.08, -0.27)  0.4919
C (0.28, -0.69, 0.75)  -0.6948
C (-0.85, -0.04, -1.22)  0.0412
H (2.54, 0.66, 1.31)  0.3588
H (1.26, 1.70, 1.83)  0.3054
H (0.08, 1.92, -1.26)  0.3492
H (-2.35, -1.93, -0.76)  0.3016
H (0.37, -1.01, 1.80)  0.3241


Entry 2:
Below is a structure of composition C9H32FN13O12PS2 in a non-equilibrium geometry, with properties calculated with wB97M-V/def2-TZVPD.

Output
Total charge = -1
Highest occupied orbital energy = -0.19399 Eh
Gap between HOMO and LUMO = 6.80 eV

Last column: Mulliken charge in e.
Element x y z (Å)
S (-5.14, -0.14, 0.87)  0.7759
S (-2.70, -1.33, 0.23)  1.2640
P (-6.29, 1.41, -0.16)  0.3420
F (0.44, 1.16, 0.72)  -0.3694
O (-5.43, 1.58, -1.62)  -0.4678
O (-4.35, 0.59, 1.91)  -0.5305
O (-2.61, -1.74, 1.66)  -0.6966
O (-2.26, -2.49, -0.62)  -0.7538
O (-5.88, 2.84, 0.68)  -0.5267
O (6.04, -1.40, -1.92)  -0.6746
O (-8.19, 0.31, -2.22)  -0.5155
O (1.06, 0.44, -2.15)  -0.6323
O (6.13, -0.03, 1.97)  -0.6460
O (-6.13, -1.12, 1.40)  -0.6867
O (10.67, 3.90, 1.87)  -0.6571
O (-6.57, -4.67, -0.37)  -0.6224
N (3.25, 0.60, -2.75)  -0.3802
N (-7.63, -3.82, 1.45)  -0.2879
N (6.62, 1.64, 3.42)  -0.3955
N (-9.59, 1.78, -3.22)  -0.3763
N (5.76, -2.01, 0.24)  -0.2873
N (-4.22, -0.89, -0.32)  -0.4496
N (8.29, 0.59, 2.23)  -0.4557
N (-9.26, -0.32, -4.12)  -0.4197
N (6.58, -3.51, -1.29)  -0.4135
N (2.32, -1.44, -2.26)  -0.3219
N (-7.74, -6.07, 0.97)  -0.3879
N (8.55, 3.50, 1.19)  -0.3053
N (9.34, 5.65, 1.32)  -0.3834
C (6.12, -2.25, -1.04)  0.6948
C (9.59, 4.32, 1.49)  0.6793
C (-8.96, 0.57, -3.13)  0.5617
C (-1.49, 0.01, -0.18)  -0.3969
C (-1.62, 1.82, 1.68)  -0.8769
C (2.14, -0.09, -2.37)  0.6089
C (-0.82, 0.64, 1.07)  0.4080
C (-7.27, -4.83, 0.62)  0.5982
C (6.96, 0.69, 2.51)  0.5496
H (6.66, -4.23, -0.59)  0.1520
H (5.42, -1.09, 0.46)  0.2133
H (-4.91, 2.80, 0.75)  0.3358
H (8.46, 6.02, 1.01)  0.1703
H (-8.21, -3.95, 2.26)  0.1340
H (-4.51, 1.72, -1.36)  0.3260
H (-2.03, 0.74, -0.82)  0.2269
H (-9.40, 2.45, -2.51)  0.2218
H (-10.23, 2.02, -3.96)  0.1515
H (7.65, 3.81, 0.88)  0.1619
H (5.65, 1.74, 3.64)  0.2206
H (-9.89, -0.13, -4.88)  0.1424
H (10.09, 6.29, 1.53)  0.2226
H (3.19, -1.90, -2.43)  0.1444
H (5.82, -2.69, 0.97)  0.1494
H (1.52, -1.99, -1.98)  0.2155
H (-7.31, -2.88, 1.24)  0.2833
H (7.29, 2.24, 3.87)  0.1843
H (-0.64, -0.15, 1.83)  0.2813
H (-2.30, 2.28, 0.93)  0.0351
H (8.99, 1.17, 2.67)  0.2792
H (-8.32, -6.23, 1.78)  0.1448
H (4.14, 0.17, -2.93)  0.1672
H (-0.96, 2.62, 2.07)  0.4434
H (6.85, -3.73, -2.23)  0.2215
H (-7.50, -6.84, 0.39)  0.2217
H (-2.18, 1.43, 2.55)  0.2217
H (8.57, -0.10, 1.57)  0.1571
H (3.16, 1.59, -2.83)  0.2000
H (-0.69, -0.40, -0.83)  0.0157
H (-8.81, -1.22, -4.08)  0.2333
H (8.71, 2.51, 1.30)  0.1570


Entry 3:
Below is the molecule C5H9N, with properties calculated with wB97M-V/def2-TZVPD.

Output
Highest occupied orbital energy = -0.26294 Eh
Gap between HOMO and LUMO = 8.22 eV

Last column: Mulliken charge in e.
Element x y z (Å)
N (0.83, -0.53, -0.06)  0.1367
C (1.70, 0.32, -0.65)  -0.5108
C (-0.37, -0.89, 0.22)  -0.2313
C (2.22, -0.93, 0.00)  -0.4126
C (-1.51, 0.00, -0.19)  -0.4476
C (-1.35, 1.38, 0.45)  -1.0200
H (-0.49, -1.76, 0.87)  0.4113
H (2.71, -0.84, 0.97)  0.1897
H (-2.08, 2.10, 0.05)  0.3115
H (-1.54, 0.09, -1.28)  0.2632
H (-0.35, 1.77, 0.27)  0.3041
H (2.43, -1.86, -0.54)  0.2492
H (-1.49, 1.32, 1.54)  0.2866
H (1.64, 0.54, -1.71)  0.1900
H (-2.46, -0.46, 0.11)  0.2802


Entry 4:
Below is a structure of composition C44H24Cl5InN4O4 in a non-equilibrium geometry, with properties calculated with wB97M-V/def2-TZVPD.

Output
Highest occupied orbital energy (alpha / beta) = -0.26804 / -0.26802 Eh
Gap between HOMO and LUMO (alpha / beta) = 5.29 / 5.29 eV

Last column: Mulliken charge in e.
Element x y z (Å)
In (-7.04, -12.37, -15.25)  1.8351
Cl (2.48, -11.65, -17.18)  -0.2038
Cl (-15.70, -16.78, -15.67)  -0.2031
Cl (-8.55, -7.14, -23.18)  -0.2003
Cl (-8.18, -10.38, -13.37)  1.8475
Cl (-5.16, -16.54, -6.78)  -0.2053
O (-9.41, -11.02, -13.75)  -0.5823
O (-7.38, -11.27, -12.63)  -0.5630
O (-7.40, -10.17, -14.67)  -0.6979
O (-8.34, -9.13, -12.76)  -0.6671
N (-5.81, -11.67, -16.90)  -0.4752
N (-7.89, -14.13, -14.37)  -0.3646
N (-5.21, -13.19, -14.45)  -0.5635
N (-8.57, -12.58, -16.76)  -0.4220
C (-3.48, -12.04, -15.93)  1.2317
C (-8.67, -10.30, -20.68)  -0.4031
C (-0.02, -10.58, -16.68)  -0.7475
C (-9.85, -13.11, -16.52)  -0.0711
C (-6.31, -10.96, -18.00)  0.3007
C (-3.05, -13.08, -13.67)  -1.1653
C (-7.85, -7.64, -20.51)  -0.6786
C (-1.99, -11.90, -16.19)  0.0795
C (-5.46, -14.10, -10.07)  -0.1880
C (-10.16, -14.13, -15.59)  1.6213
C (-12.94, -16.73, -15.68)  -0.7919
C (-13.99, -14.58, -15.59)  -0.7386
C (-14.15, -15.98, -15.65)  0.1596
C (-8.60, -15.26, -12.49)  -1.1350
C (-7.61, -8.51, -19.46)  -0.1364
C (-4.42, -11.47, -16.86)  0.1874
C (-6.20, -14.49, -12.50)  1.3022
C (-9.68, -15.19, -13.36)  -1.1632
C (-11.69, -16.15, -15.58)  -0.1987
C (-8.79, -9.48, -21.79)  -0.8785
C (-5.98, -14.94, -11.09)  -0.1473
C (0.80, -11.73, -16.79)  0.1849
C (-11.54, -14.73, -15.59)  -0.0428
C (-8.39, -8.11, -21.76)  0.2467
C (-1.38, -10.66, -16.42)  -0.3650
C (-5.20, -14.58, -8.78)  -0.6871
C (-10.76, -12.54, -17.46)  -1.2654
C (-5.12, -13.86, -13.21)  0.3099
C (-6.24, -16.27, -10.72)  -0.3999
C (-7.49, -14.64, -13.11)  0.3603
C (0.16, -12.97, -16.56)  -0.7616
C (-10.05, -11.64, -18.25)  -1.2272
C (-9.26, -14.47, -14.52)  0.1274
C (-12.74, -13.97, -15.63)  -0.4616
C (-8.69, -11.66, -17.84)  0.1399
C (-8.01, -9.87, -19.51)  -0.2115
C (-3.78, -13.81, -12.76)  -1.1451
C (-7.67, -10.83, -18.41)  1.2590
C (-5.87, -16.79, -9.46)  -0.7676
C (-3.90, -12.73, -14.75)  0.0325
C (-5.39, -15.94, -8.43)  0.1299
C (-1.18, -13.06, -16.19)  -0.2292
C (-4.06, -10.64, -17.95)  -1.0229
C (-5.21, -10.36, -18.67)  -1.4861
H (-8.59, -15.75, -11.52)  0.6766
H (-12.68, -12.87, -15.71)  0.6127
H (-2.01, -12.80, -13.61)  0.6122
H (-14.87, -13.92, -15.59)  0.3728
H (-11.79, -12.80, -17.61)  0.7373
H (-7.09, -8.15, -18.58)  0.5143
H (-3.38, -14.28, -11.86)  0.5587
H (-1.99, -9.75, -16.43)  0.6245
H (-4.81, -13.88, -8.02)  0.3736
H (-5.30, -9.76, -19.57)  0.5761
H (0.45, -9.60, -16.84)  0.3617
H (-10.46, -11.03, -19.03)  0.7751
H (-7.53, -6.58, -20.44)  0.3512
H (-9.07, -11.32, -20.70)  0.5545
H (-10.69, -15.53, -13.18)  0.5559
H (-9.28, -9.85, -22.70)  0.3709
H (-6.70, -16.92, -11.47)  0.5597
H (-10.77, -16.73, -15.48)  0.4629
H (-6.00, -17.86, -9.25)  0.3785
H (-1.63, -14.03, -15.95)  0.4179
H (-13.02, -17.81, -15.78)  0.3838
H (0.76, -13.88, -16.59)  0.3712
H (-5.24, -13.06, -10.35)  0.5058
H (-3.05, -10.34, -18.22)  0.6008


Entry 5:
Below is the molecule C4H7NO2 in a non-equilibrium geometry, with properties calculated with wB97M-V/def2-TZVPD.

Output
Structure (SMILES) = O=C[C@]1(CO)CN1
Highest occupied orbital energy = -0.35515 Eh
Gap between HOMO and LUMO = 10.42 eV

Last column: Mulliken charge in e.
Element x y z (Å)
O (0.28, -2.58, 0.82)  -0.4796
O (-0.50, 1.56, -1.49)  -0.5343
N (-0.81, 0.73, 1.04)  -0.6217
C (-0.35, -0.28, 0.11)  0.9268
C (-0.50, 0.17, -1.34)  -0.6188
C (0.47, -1.51, 0.31)  0.0354
C (0.64, 0.49, 0.96)  -0.8647
H (-1.42, -0.29, -1.74)  0.2860
H (1.00, -0.04, 1.85)  0.3279
H (1.58, -1.07, -0.10)  0.1102
H (0.34, -0.22, -1.93)  0.3376
H (-1.21, 0.41, 1.93)  0.3121
H (-1.03, 1.91, -0.75)  0.3598
H (1.54, 0.57, 0.25)  0.4232


DFT total energy (computed, eV): -11971.6805, -87477.1516, -6817.2705, -127947.4095, -9841.8741